179
Properties=species:S:1:pos:R:3:forces:R:3 method="wB97M-V/def2-TZVPD" energy_ha=-3118.96189 homo_lumo_gap_ev=9.1218 homo_energy_ha=-0.32100 multiplicity=1 e_above_lowest_ev=4.142
O 1.791138 -3.851657 3.074083 0.0693 -0.6552 -0.8276
H 2.386120 -4.538757 3.374273 0.2432 -0.1287 -0.0969
H 1.641055 -3.309065 3.848225 -0.3618 0.8840 0.9308
O 0.097501 -0.304653 1.298333 0.6613 -0.2790 0.7710
H -0.528874 0.365235 1.024222 -0.2623 0.6464 -0.2985
H -0.045512 -1.030051 0.690414 0.0189 -0.4645 -0.5111
O 2.657198 -1.418621 1.905571 0.5712 0.2856 -0.1105
H 2.256367 -2.276865 2.043360 -0.0166 -0.6121 0.2513
H 1.924653 -0.803425 1.939347 -0.4955 0.3649 -0.1322
C 0.986415 0.184824 8.131676 0.2856 1.1230 0.4541
C 2.255125 0.047226 7.289039 -0.7022 -0.3784 0.2697
C 2.334178 1.084118 6.173212 0.9207 -0.4261 -0.3905
O 1.379360 0.770260 5.191616 -1.1793 0.6205 -0.3864
C 1.256126 1.667458 4.079894 -0.0984 0.3874 1.1003
N 3.430071 0.104912 8.197880 -0.3254 -0.5756 -0.6120
H 1.014014 -0.540277 8.945048 -0.3422 -0.2624 -0.1909
H 0.035815 0.209479 7.598907 0.1799 -0.5961 -0.2750
H 0.998295 1.153420 8.631456 0.2068 0.2195 0.1571
H 2.176423 -0.957027 6.872634 0.2302 -0.0328 -0.6073
H 3.267691 1.029727 5.613134 0.7049 0.0066 0.5099
H 2.271383 2.084389 6.601717 -0.4207 0.2638 -0.0478
H 0.889060 2.654847 4.359924 -0.6120 0.0549 0.6690
H 0.505907 1.220326 3.427718 0.6019 -0.0464 -0.4150
H 2.212691 1.983804 3.663933 0.3108 -0.9762 -0.5857
H 4.152427 -0.414417 7.719764 0.7837 0.5595 -0.6874
H 3.248887 -0.642350 8.852766 -0.4691 0.2087 0.9954
C 1.967575 -2.473193 -1.737386 0.4464 -1.3392 0.9717
C 0.900774 -3.602903 -1.771024 0.2164 1.3809 1.2281
C -0.089689 -3.505711 -0.593245 0.2648 -0.8781 0.3082
O -0.817042 -2.289274 -0.513493 0.1444 0.1704 -0.4870
C -2.037881 -2.399621 0.213138 0.0242 0.6376 -0.5128
N 0.160657 -3.417266 -2.970520 -0.8105 0.5155 -1.3065
H 2.730226 -2.641936 -2.497635 -0.2164 0.0884 -0.3928
H 2.537206 -2.508888 -0.808753 -0.1461 0.3372 0.2808
H 1.483596 -1.505830 -1.871830 0.0776 0.0017 0.0843
H 1.284837 -4.622618 -1.798921 0.4880 0.0757 0.4868
H 0.410167 -3.670875 0.361202 0.2384 -0.0545 0.1398
H -0.796542 -4.323259 -0.734900 -0.2353 -0.1794 0.0184
H -2.562251 -1.454969 0.069032 0.0852 0.1569 0.0433
H -1.864326 -2.503300 1.284227 -0.0541 -0.4074 0.0363
H -2.684063 -3.159578 -0.226195 0.1189 -0.3867 0.2631
H 0.825570 -2.947071 -3.567941 -0.0258 -0.3117 -0.9991
H -0.414318 -2.617044 -2.748840 -0.8066 0.2116 -0.1404
C 3.152487 1.885050 0.363666 -0.2401 0.4199 -0.0608
C 3.560117 0.968734 -0.791175 -0.3679 0.5278 -0.6942
C 4.381547 1.651939 -1.923347 1.2183 -0.5936 2.1162
O 3.708704 2.481019 -2.767964 -0.6555 0.8559 -1.7350
C 4.624184 3.211543 -3.581457 -0.5704 0.3780 -0.3607
N 4.329040 -0.149267 -0.309858 0.2196 -0.4293 0.2168
H 2.302080 1.484227 0.915257 -0.0088 -0.4400 -0.0254
H 2.757560 2.812292 -0.051481 0.2345 0.2381 -0.0175
H 3.915755 2.105102 1.110049 0.3619 -0.0093 -0.2891
H 2.585052 0.685799 -1.187779 -0.2403 -0.3434 -0.5863
H 4.967038 0.945026 -2.511203 -0.0853 -0.6342 0.1044
H 5.118084 2.258371 -1.396237 0.5305 0.0570 0.3212
H 4.080365 3.600943 -4.442109 -0.3526 0.5036 0.4012
H 5.427904 2.688596 -4.099774 0.0904 -1.0250 0.5528
H 5.108328 3.987087 -2.987966 -0.1147 0.2834 -0.0201
H 4.383853 -0.889487 -0.994815 0.1795 0.1119 -0.4984
H 3.813790 -0.602546 0.431197 -0.0363 0.0320 0.6101
C 3.194669 7.240157 -0.988812 -1.2332 0.2137 -1.0084
C 1.800853 6.739205 -1.413591 -0.9285 -0.7683 0.2429
C 1.826425 5.247512 -1.750974 2.6502 1.4220 -1.2955
O 0.669686 4.778590 -2.346056 -1.3739 -1.5525 0.0844
C 0.763885 3.362253 -2.712666 0.5007 0.9194 0.7544
N 0.826153 6.950261 -0.343768 -0.1007 0.0811 -0.6410
H 3.892814 7.039984 -1.801601 0.3407 -0.3559 0.3745
H 3.430283 6.804213 -0.017974 0.4343 -0.0337 -0.1513
H 3.156074 8.327318 -0.920232 0.0400 0.0001 0.2738
H 1.384649 7.208439 -2.305048 0.4042 0.5001 -0.1363
H 2.282210 4.769149 -0.884071 -0.6994 -0.8882 0.2855
H 2.590643 5.221176 -2.527746 0.5965 -0.5083 -0.1905
H 1.549508 3.164536 -3.441909 -0.0494 0.3617 -0.1831
H -0.185114 2.973061 -3.081487 -0.1180 0.4690 0.0877
H 1.078290 2.816061 -1.823323 -0.1789 -0.2479 0.1121
H 0.045586 6.377989 -0.632411 -0.6050 0.1430 0.1058
H 1.187327 6.498124 0.484018 -0.0235 0.0684 0.2709
C -4.049932 2.152965 -0.981925 -0.2210 -0.0128 0.9749
C -3.332743 3.302555 -0.287027 0.2707 -2.0946 -0.3812
C -1.885546 2.878316 0.019381 0.5928 0.2156 1.8918
O -1.590855 1.679905 0.878330 -0.4752 0.8111 -1.5116
C -2.320287 1.620890 2.081110 -0.5686 -0.1451 0.1638
N -3.340198 4.451413 -1.172128 0.2336 0.2026 1.0370
H -5.110089 2.402499 -1.025530 0.0258 -0.1272 -0.5013
H -3.955452 1.287791 -0.325694 -0.0467 -0.3123 -0.1722
H -3.613454 1.906298 -1.949785 -0.1479 0.1530 -0.0972
H -3.831646 3.448884 0.670986 -0.2080 0.6636 -0.1429
H -1.431451 3.640176 0.652994 0.0518 0.6664 -0.2761
H -1.332632 2.874621 -0.919972 0.2392 -0.8207 0.1874
H -3.355579 1.382194 1.837573 -0.2503 0.1800 0.3471
H -2.254493 2.501278 2.720402 -0.0683 0.6223 -0.3677
H -1.957364 0.835307 2.743868 0.3103 -0.3976 -0.5460
H -2.750431 5.127515 -0.708267 0.0060 0.7436 -0.1619
H -2.823950 4.196128 -2.001837 -0.0007 -0.0367 -0.3877
C -1.420957 -1.242763 -8.053609 1.3646 -0.0770 -0.8171
C -1.340040 -2.270479 -6.951140 0.2450 0.8079 0.5237
C -1.467956 -1.616953 -5.521707 1.7905 -0.1941 -0.7621
O -0.220618 -0.847170 -5.142355 -0.8190 -2.0684 -1.8420
C -0.387950 0.223648 -4.267955 -0.6326 -0.0318 -0.2270
N -2.438415 -3.165578 -7.216301 -1.4081 -0.9843 0.4542
H -1.125993 -1.730172 -8.982871 -0.0243 -0.1806 -0.2171
H -0.653552 -0.477717 -7.935721 -0.3424 0.3925 0.1870
H -2.426771 -0.878286 -8.262421 0.0372 0.2389 0.6010
H -0.519711 -2.977306 -7.075871 1.2416 1.1351 0.5666
H -1.570711 -2.445330 -4.820745 -0.0753 0.1176 0.3624
H -2.386237 -1.031062 -5.561636 0.1975 0.4758 0.4142
H -1.000482 0.948463 -4.804198 -0.6656 0.3170 0.7143
H 0.535532 0.758698 -4.046607 0.4391 -0.5357 -0.2425
H -0.766010 -0.196329 -3.335868 -0.5446 0.6900 0.3670
H -2.572940 -3.769775 -6.418204 -0.1734 -0.2170 0.3876
H -2.087688 -3.806832 -7.913354 -0.2868 -0.0935 -0.4001
C 0.125367 -10.159387 -1.676778 1.0451 1.3366 -0.8980
C 1.105072 -9.560542 -0.685895 -0.0438 1.1140 0.1271
C 0.617664 -8.211977 -0.035368 -0.2547 -1.1913 0.6348
O 1.522353 -7.721649 0.964763 0.0601 -0.8273 -0.3714
C 1.110843 -6.524901 1.595026 -0.2771 -0.1526 -0.6718
N 1.291172 -10.526820 0.324393 -0.2814 -0.4605 1.6363
H 0.197409 -9.429854 -2.483434 -1.0970 0.0525 -0.4277
H -0.870023 -10.356532 -1.278755 0.1523 0.0973 -0.1416
H 0.593893 -11.026789 -2.141748 -0.2556 -0.4057 0.3715
H 2.052075 -9.383706 -1.195817 0.1557 0.4276 -0.4341
H -0.287881 -8.515100 0.490191 -0.4533 0.1113 0.0948
H 0.329301 -7.438788 -0.747490 0.3501 0.0832 -0.3405
H 0.076260 -6.514906 1.938022 -0.3269 -0.4597 0.0269
H 1.164721 -5.744471 0.836003 0.3388 0.5299 0.3560
H 1.715791 -6.355562 2.485788 0.2332 0.0153 -0.4576
H 1.680400 -11.379814 -0.051125 0.2605 0.0927 0.3976
H 1.780914 -10.126772 1.111929 0.3835 -0.4886 0.0446
C -6.562344 -3.818690 -6.067747 -1.7560 0.1583 1.0048
C -5.997584 -2.421876 -5.761728 1.6409 -1.5401 0.2214
C -5.074799 -2.542730 -4.473695 0.6051 1.1788 0.3945
O -4.449549 -1.255985 -4.060623 -0.7064 -0.8513 0.7095
C -3.846910 -1.378081 -2.732607 -0.9064 -0.3664 -1.2105
N -5.216209 -2.037667 -6.942123 0.6126 0.8715 0.8752
H -7.251596 -4.093900 -5.269444 -0.0183 -0.2055 0.3012
H -5.878791 -4.662110 -6.165225 0.5781 0.4733 0.0465
H -7.220106 -3.852815 -6.936243 0.2863 0.4279 -0.3152
H -6.721679 -1.631791 -5.562870 -0.3637 -0.3612 0.0140
H -4.224209 -3.211665 -4.604520 0.0519 -0.3765 -0.6694
H -5.553539 -2.941756 -3.579442 -0.7486 0.0506 -0.1116
H -4.519101 -1.824327 -1.999724 -0.5355 -0.1144 -0.1119
H -3.630739 -0.386885 -2.333985 0.4499 -0.0834 -0.4749
H -3.013341 -2.077838 -2.792690 0.5289 0.3501 0.0792
H -4.392591 -1.682720 -6.477621 0.4463 1.0309 -0.6329
H -4.769230 -2.822262 -7.394585 -0.4008 -0.5214 -0.0634
C 2.291755 9.828618 3.659076 -0.1065 -0.7022 0.8515
C 2.296421 8.642296 2.699245 -0.2773 -0.2755 -2.0470
C 1.557068 7.348269 3.192411 0.7550 0.9173 -1.0614
O 1.663960 6.267582 2.188762 -0.3266 -0.1214 1.6286
C 1.020422 5.086326 2.704360 0.0254 -0.1768 0.0391
N 1.741082 9.160696 1.433024 -0.7030 0.1688 -0.1078
H 2.637609 9.537902 4.651035 0.1240 -0.0314 0.1204
H 1.277498 10.207923 3.783628 -0.1037 -0.1021 -0.1536
H 2.902234 10.677588 3.351417 0.1121 -0.2687 -0.3562
H 3.281326 8.297477 2.384367 0.6627 -0.0916 1.0160
H 0.506788 7.552345 3.400677 -0.0919 -0.0583 -0.0081
H 2.102551 7.099836 4.102814 -0.2153 -0.5657 0.1591
H 0.982117 4.175948 2.106162 1.1123 0.3787 -1.1953
H -0.061162 5.184316 2.797577 -0.1185 0.8103 0.8482
H 1.542913 4.744011 3.597634 -0.3807 0.3262 0.4469
H 1.734383 8.492424 0.675753 -0.5352 -0.4666 0.3041
H 2.330833 9.883651 1.046183 0.1963 0.4455 0.4581
C -1.110213 -3.774871 4.698761 0.1897 1.2198 -0.3923
C -0.654535 -2.322916 4.305900 -1.1039 -0.3183 0.8675
C -1.650379 -1.255192 4.829516 -0.5521 -0.3913 -0.7136
O -2.888145 -1.371099 4.155072 -0.7999 0.3291 -0.1053
C -3.890005 -0.413206 4.550480 0.1936 -0.3377 -1.2647
N 0.642556 -2.038353 4.919425 -0.3270 -1.3344 0.0733
H -2.173259 -3.831801 4.464681 0.0739 -0.3720 -0.2157
H -1.008448 -3.998199 5.760764 0.1258 0.2713 0.1817
H -0.496430 -4.489582 4.150511 -0.2887 -0.0780 -0.0779
H -0.632365 -2.311706 3.216186 0.1675 0.4223 -0.0151
H -1.223931 -0.269089 4.645532 0.1879 0.2640 0.0484
H -1.908635 -1.336500 5.885357 0.7195 -0.2437 0.4774
H -4.762749 -0.848364 5.037360 0.3916 -0.3476 0.5655
H -4.308048 -0.046238 3.613095 0.0572 0.3203 -0.0791
H -3.489118 0.437954 5.100863 0.1041 -0.1298 0.1868
H 0.375811 -2.261176 5.867737 0.9110 0.1369 0.6742
H 0.935843 -1.071978 4.905471 -0.1512 0.3367 -0.2601